Here is a structure of composition C21H22AuN4O3 from the Open Molecules 2025 dataset. Energies are from wB97M-V/def2-TZVPD.

Geometry as XYZ:
```
51
Properties=species:S:1:pos:R:3:forces:R:3
H 2.854004 -0.231029 4.166359 0.01 0.00 0.00
N -0.562133 -0.769461 -0.961728 -0.12 -0.16 0.02
H -4.090431 3.765120 -2.358704 0.00 0.01 -0.01
H -3.381395 1.534697 1.630967 0.04 0.10 0.04
H -2.135985 -3.605308 -1.695514 0.01 -0.01 -0.01
H -2.339632 -4.319835 -0.080192 -0.01 0.00 -0.01
H -2.480373 0.173092 0.924952 -0.08 0.01 0.00
C 4.111434 0.562525 0.602263 0.00 -0.03 0.06
O -0.139345 -5.891780 -0.259708 -0.02 0.02 0.02
H -3.427914 5.116192 -4.316014 0.00 0.01 0.01
H 0.746011 0.387483 3.691868 0.01 -0.09 -0.01
H 1.548415 -4.787535 -0.709954 -0.01 0.01 0.00
C 4.975226 0.109996 1.565501 0.04 0.00 -0.02
N -0.612636 -3.158875 -0.331734 0.08 -0.01 -0.04
C -2.393973 1.183801 1.332793 0.02 -0.10 -0.08
C -1.410165 1.157902 2.483862 0.07 -0.03 -0.02
C -3.044752 3.908419 -2.603588 0.05 0.00 0.06
C -2.682689 4.663010 -3.678965 0.03 -0.01 -0.02
H -1.640313 -6.110180 -1.596811 0.00 0.00 0.00
H 1.461044 -5.509027 0.913203 0.00 0.00 0.00
C -1.617259 -4.084033 -0.867065 0.02 0.03 0.02
O 2.004415 1.180028 -0.113784 0.26 0.20 0.32
H -1.352803 2.134238 2.969844 -0.06 0.01 0.00
O 0.308560 2.878853 -1.444011 0.04 -0.28 -0.37
H -1.694227 0.408756 3.222861 0.06 -0.04 -0.01
C 0.938578 0.563869 2.633918 0.03 -0.20 -0.12
N -0.085725 0.851312 1.902379 0.06 0.17 0.15
H -0.270297 -5.137359 -2.179358 0.00 0.01 0.00
H -1.012644 5.475788 -4.773058 -0.01 -0.01 -0.01
C 0.886963 -5.003858 0.138292 0.01 -0.03 0.00
C 2.289166 0.439936 2.198713 -0.07 0.08 0.06
H 4.450224 0.797177 -0.396972 -0.01 0.00 0.00
C 2.744832 0.750512 0.886862 -0.15 -0.14 -0.21
N -1.818971 2.030025 0.277265 -0.20 -0.25 0.02
C -0.584499 -1.889919 -0.663467 -0.07 0.01 0.00
Au 0.108683 1.659312 0.096380 -0.05 0.69 0.16
C -0.692370 3.437129 -2.086527 0.09 0.05 0.13
H 5.236348 -0.536866 3.615691 0.00 0.00 0.00
C -0.912132 -5.351587 -1.315924 0.00 -0.03 -0.01
C 4.539141 -0.186634 2.868773 -0.05 0.01 0.01
H -3.616479 2.582538 -0.461433 -0.01 0.06 -0.03
C -1.312271 4.852947 -3.939736 -0.02 0.06 -0.02
C -2.539675 2.614673 -0.620986 0.04 -0.02 -0.02
H 1.078473 -2.981380 0.886394 0.01 -0.01 0.00
H 0.708792 4.419459 -3.369591 0.00 -0.03 -0.01
C 0.297370 -3.711285 0.676183 -0.02 0.02 -0.03
H -0.263933 -3.913680 1.593591 0.01 0.00 0.01
H 6.020838 -0.013843 1.313486 0.00 0.00 0.01
C -0.342397 4.273992 -3.165386 -0.08 -0.09 -0.01
C -2.070547 3.296195 -1.771430 0.01 0.01 0.01
C 3.219424 -0.015506 3.169218 0.03 0.01 -0.03
```
Positions in Å, forces in eV/Å.

The value obtained for the molar mass is 575.4 g mol⁻¹. The charge is +1. The calculation puts the electronic energy at -1393.58728 a.u. The lowest unoccupied orbital energy is -0.1283 Ha. For the relative energy (zero: lowest compared OMol25 entry of this formula, charge and spin), the calculation gives 0.000 eV. The HOMO-LUMO gap is 7.6 eV.